(1)
DFT (ωB97M-V/def2-TZVPD) results for one molecule with the formula C4H4F2N2O in a non-equilibrium geometry.

Output
Orbital gap (eV): 9.5
Energy above the lowest of the compared OMol25 structures with the same formula, charge and spin (eV): 2.256
SMILES: Nc1oncc1C(F)F
Spin multiplicity: 1
HOMO (eV): -8.723

Atoms and positions in Å:
F 1.1446 0.5675 2.2529
F 1.6574 -1.2450 1.2064
O -1.5638 0.1335 -1.5071
N -1.6002 -1.1179 0.5078
N -0.7200 0.9313 -2.1721
C -1.0367 -0.1829 -0.3044
C 1.4519 0.0817 0.9714
C 0.2480 0.3835 -0.2565
C 0.3797 0.9735 -1.4698
H 2.2886 0.7345 0.6462
H -2.5277 -1.5361 0.6002
H -0.9844 -1.3712 1.2000
H 1.2628 1.6476 -1.6751

---

(2)
DFT (ωB97M-V/def2-TZVPD) results for one molecule with the formula C4H4F2S in a non-equilibrium geometry.

Output
Orbital gap (eV): 9.3
Energy above the lowest of the compared OMol25 structures with the same formula, charge and spin (eV): 2.784
SMILES: F/C=C\S/C=C\F
Spin multiplicity: 1
HOMO (eV): -8.615

Atoms and positions in Å:
S 1.6904 0.4753 -0.1272
F -1.5957 0.6416 1.0395
F -0.8193 -1.2471 -0.8937
C 0.2422 1.5754 -0.2598
C 1.1083 -0.9917 0.4889
C 0.1104 -1.6809 -0.0148
C -1.0305 1.3744 -0.0428
H 1.8170 -1.4126 1.2867
H 0.5869 2.1013 -1.2800
H -1.8213 1.8843 -0.5502
H -0.2884 -2.7203 0.3534

---

(3)
DFT (ωB97M-V/def2-TZVPD) results for one molecule with the formula C4H4F4I2O2S in a non-equilibrium geometry.

Output
Orbital gap (eV): 8.3
Energy above the lowest of the compared OMol25 structures with the same formula, charge and spin (eV): 0.000
SMILES: C=[S@](=O)(OCC(F)(F)I)C(F)(F)I
Spin multiplicity: 1
HOMO (eV): -9.185

Atoms and positions in Å:
I 0.4048 1.0684 -4.2105
I -2.1792 0.5581 3.8509
S 0.5866 0.5047 -0.8147
F -1.0475 -0.7171 -2.3985
F 0.9090 -1.4379 -2.6711
F 0.4143 0.2728 2.5241
F -0.5398 -1.6005 3.0201
O -0.0567 1.7944 -0.5941
O -0.1966 -0.6432 0.1660
C -1.2446 -0.3857 1.0655
C -0.7301 -0.3666 2.4600
C 2.2182 0.6173 -0.6966
C 0.1589 -0.3025 -2.4936
H 2.3618 1.4283 -0.0184
H -1.8113 0.6051 0.9098
H 2.7381 -0.2347 -0.8697
H -1.9859 -1.1609 0.7707

---

(4)
DFT (ωB97M-V/def2-TZVPD) results for a 2-piece molecular cluster, C4H4F5NO2 overall in a non-equilibrium geometry.

Output
Orbital gap (alpha / beta) (eV): 8.7 / 8.2
Spin multiplicity: 1
HOMO (alpha / beta) (eV): -10.441 / -10.925

Atoms and positions in Å:
F -2.0308 -0.7272 -2.0311
F -0.9537 -2.5897 -2.0347
F 0.4198 -1.9554 0.2074
F 0.1185 -0.7393 -2.2117
F -1.8368 -0.3871 1.9367
O -1.0331 1.2848 -0.2803
O -1.7415 -1.5369 0.6703
N 0.9015 0.5694 0.7421
C -0.7854 -1.2779 -0.0858
C -0.2524 0.5244 0.1586
C -0.9306 -1.3264 -1.6114
C 1.5626 1.8630 0.8574
H 1.3897 -0.2692 1.0268
H 2.0683 2.1122 -0.0774
H 2.2854 1.8244 1.6665
H 0.8186 2.6310 1.0665

---

(5)
DFT (ωB97M-V/def2-TZVPD) results for a 2-piece molecular cluster, C4H4FN5O4 overall in a non-equilibrium geometry.

Output
Orbital gap (alpha / beta) (eV): 8.5 / 7.6
Energy above the lowest of the compared OMol25 structures with the same formula, charge and spin (eV): 0.485
Spin multiplicity: 1
HOMO (alpha / beta) (eV): -10.463 / -10.679

Atoms and positions in Å:
F 5.3165 -0.4025 -1.2635
O 4.2492 1.8895 -1.1515
O 4.9438 -0.5148 2.0751
O 5.6195 -1.9811 0.6758
O 4.3328 1.7659 1.0506
N 2.0917 -1.5526 -1.2662
N 0.8564 -1.2320 -1.5070
N 4.5018 1.3265 -0.0809
N 5.2608 -0.8853 0.9867
N 0.5134 -0.2243 -0.7374
C 4.9693 0.0226 -0.0801
C 2.4986 -0.6489 -0.4039
C -0.9259 0.1500 -0.8280
C 1.5394 0.2292 -0.0211
H 1.6424 1.0027 0.7107
H -1.4008 -0.2681 0.0852
H -1.2123 -0.0877 -1.8829
H -1.0354 1.1632 -0.6910

---

(6)
DFT (ωB97M-V/def2-TZVPD) results for one molecule with the formula C4H4FNO in a non-equilibrium geometry.

Output
Orbital gap (eV): 10.4
Energy above the lowest of the compared OMol25 structures with the same formula, charge and spin (eV): 0.500
SMILES: FCc1cnco1
Spin multiplicity: 1
HOMO (eV): -9.435

Atoms and positions in Å:
F 2.3855 0.5712 -0.0390
O -0.8191 -0.9990 0.0320
N -1.7513 1.0106 -0.0158
C -0.3838 1.1550 0.0273
C 1.5812 -0.5285 -0.0064
C 0.1864 -0.0661 0.0258
C -1.9326 -0.2444 -0.0553
H 0.0639 2.1031 0.1043
H -2.8627 -0.7930 -0.0721
H 1.7135 -1.0974 -0.9072
H 1.8191 -1.1116 0.9064

---

(7)
DFT (ωB97M-V/def2-TZVPD) results for one molecule with the formula C4H4FNOS in a non-equilibrium geometry.

Output
Orbital gap (eV): 6.9
Energy above the lowest of the compared OMol25 structures with the same formula, charge and spin (eV): 3.593
SMILES: N/C=C(/F)C(=O)C=S
Spin multiplicity: 1
HOMO (eV): -8.879

Atoms and positions in Å:
S 3.4315 -1.6755 0.1060
F -0.9847 -1.4114 1.2423
O 1.1868 0.5637 -1.0004
N -1.1799 1.8295 -0.4215
C 0.9853 -0.4298 -0.2658
C -1.3270 0.5778 0.1788
C -0.4354 -0.5688 0.2997
C 1.8307 -1.4501 0.3527
H 1.4308 -1.8776 1.3940
H -2.1064 2.0125 -1.2331
H -0.4028 1.9630 -1.1544
H -2.4288 0.4667 0.5017

---

(8)
DFT (ωB97M-V/def2-TZVPD) results for C4H4FeLiO5 as an isolated structure in a non-equilibrium geometry.

Output
Net charge: +2
Orbital gap (alpha / beta) (eV): 5.4 / 7.8
Energy above the lowest of the compared OMol25 structures with the same formula, charge and spin (eV): 1.539
Spin multiplicity: 6
HOMO (alpha / beta) (eV): -15.812 / -18.672

Atoms and positions in Å:
Fe -1.8766 3.2244 -2.2116
O -0.0456 2.4322 -2.3774
O 0.1161 -0.9318 1.9409
O -1.6286 1.6900 -1.0808
O -1.8467 -0.9207 0.9025
O -0.0032 -1.7753 -0.0434
C -0.4255 1.6308 -1.5070
C 1.4800 -0.9541 1.4604
C -0.7122 -1.3472 1.0029
C 1.2421 -1.1189 -0.0225
Li -2.6499 0.5686 0.0875
H 1.9480 0.0067 1.7170
H 0.4219 0.6480 -1.0195
H 2.0304 -1.7645 1.9535
H 1.9496 -1.3880 -0.8025

---

(9)
DFT (ωB97M-V/def2-TZVPD) results for a 2-piece molecular cluster, C4H4I2 overall in a non-equilibrium geometry.

Output
Orbital gap (alpha / beta) (eV): 7.7 / 6.0
Energy above the lowest of the compared OMol25 structures with the same formula, charge and spin (eV): 2.505
Spin multiplicity: 1
HOMO (alpha / beta) (eV): -9.070 / -8.270

Atoms and positions in Å:
I 2.0640 -2.8377 -1.3961
I 2.0380 1.2518 -2.4550
C 0.1261 0.1637 -0.1986
C 0.9832 0.1436 -1.1292
C -0.7807 0.9511 0.6996
C -0.7266 -0.5375 0.7825
H -1.6246 1.4388 0.2337
H -0.2326 -1.0009 1.6218
H -1.5478 -1.1146 0.3768
H -0.2993 1.5416 1.4645

---

(10)
DFT (ωB97M-V/def2-TZVPD) results for one molecule with the formula C4H4IN in a non-equilibrium geometry.

Output
Orbital gap (eV): 9.6
Energy above the lowest of the compared OMol25 structures with the same formula, charge and spin (eV): 1.492
SMILES: N#CC1(I)CC1
Spin multiplicity: 1
HOMO (eV): -9.683

Atoms and positions in Å:
I 2.1920 -1.1033 0.9636
N -1.1467 0.7468 2.4466
C -0.4104 -0.5989 -0.7444
C 0.2724 0.6701 -0.8883
C 0.3451 -0.1096 0.4727
C -0.4723 0.3344 1.6046
H -1.4111 -0.7343 -0.5937
H -0.1146 -1.4906 -1.2596
H 1.1297 0.8347 -1.4047
H -0.3840 1.4507 -0.5968

---

(11)
DFT (ωB97M-V/def2-TZVPD) results for one molecule with the formula C4H4INO3S in a non-equilibrium geometry.

Output
Orbital gap (alpha / beta) (eV): 4.0 / 3.9
Energy above the lowest of the compared OMol25 structures with the same formula, charge and spin (eV): 1.447
Spin multiplicity: 1
HOMO (alpha / beta) (eV): -7.340 / -7.305

Atoms and positions in Å:
I -3.7157 -1.3244 1.0736
S -2.9489 -1.4868 3.2200
O -0.8806 -1.2547 -1.9772
O -1.0064 1.1235 1.9185
O -2.4843 0.3031 -0.2940
N -1.1669 0.1293 -0.1442
C 0.8468 -0.6816 -0.4146
C 0.9310 0.0281 0.7963
C -0.3761 -0.6688 -0.9449
C -0.3967 0.4768 0.9599
H 1.6975 -0.9466 -0.9560
H -1.7872 -0.8724 -2.1980
H -2.0357 0.9781 1.8036
H 1.7854 0.0913 1.5525

---

(12)
DFT (ωB97M-V/def2-TZVPD) results for C4H4INS as an isolated structure in a non-equilibrium geometry.

Output
Orbital gap (eV): 8.3
Energy above the lowest of the compared OMol25 structures with the same formula, charge and spin (eV): 3.331
Spin multiplicity: 1
HOMO (eV): -8.698

Atoms and positions in Å:
I 3.8310 -0.7018 -0.1775
S 3.5704 2.8876 0.4495
N 2.3382 -0.8645 1.2672
C 1.2362 -0.4163 0.9434
C 0.5265 -0.3273 -0.2827
C -0.8068 -0.4937 -0.4331
C 2.8824 1.8741 -0.5053
H 1.1894 -0.4189 -1.1602
H -1.1636 -0.7125 -1.4527
H -1.5521 -0.5317 0.4520
H 0.4024 -0.2816 1.7138

---

no.,molar mass (g mol⁻¹)
1,134.09
2,122.14
3,445.94
4,193.07
5,205.11
6,101.08
7,133.15
8,194.86
9,305.88
10,192.99
11,273.05
12,225.05